Run a
A 4-piece molecular cluster, C2H12N2O3 overall. Source: the OMol25 dataset; level of theory: ωB97M-V with the def2-TZVPD basis set.

Summary:
**HOMO**: -8.9 eV
**SMILES**: [H]/N=C/NC.O.O.O

Atoms and positions in Å:
H (3.39023, 1.80398, -0.05646)
N (0.43832, -0.15107, 0.34817)
H (-0.90605, -0.25995, 1.97912)
H (0.55791, 1.04943, -2.14660)
H (-0.67432, 3.27394, -1.08805)
H (2.11849, 1.80790, 0.85349)
H (-2.35062, -1.89965, 2.14739)
H (-2.13218, -3.53401, 1.50081)
O (3.05841, 1.98013, 0.82902)
N (-0.88134, -1.98207, 0.72304)
O (0.06776, 2.67619, -1.20509)
H (0.82566, -0.42053, -2.29758)
H (1.22780, 0.42758, 0.50808)
H (-0.27608, -2.47851, 0.10530)
C (-2.13968, -2.47350, 1.21802)
H (0.40376, 2.88694, -2.13095)
H (-2.89178, -2.28307, 0.42209)
C (-0.35599, -0.77173, 1.10316)
O (0.51971, 0.34798, -2.81297)

Run b
A 4-piece molecular cluster, C2H12N2O3 overall. Source: the OMol25 dataset; level of theory: ωB97M-V with the def2-TZVPD basis set.

Summary:
**HOMO**: -8.8 eV
**SMILES**: C/N=C\N.O.O.O

Atoms and positions in Å:
O (1.98038, 0.36174, -0.17101)
C (-1.50115, -0.39189, -0.91140)
H (0.45454, -0.37969, 1.33607)
H (-0.29323, 1.86827, -1.21235)
H (0.00511, 0.38873, 2.73595)
N (-1.37392, 0.78241, -0.09608)
H (0.88052, 2.35795, -2.19686)
H (1.56182, 1.16849, -0.52884)
N (-0.32730, 0.00472, 1.86178)
H (-0.70147, -1.12095, -0.77405)
H (1.86339, -2.68496, 0.88532)
C (-1.10921, 0.87866, 1.12390)
H (-1.57256, -0.19748, -1.97721)
O (0.49811, 2.43194, -1.31784)
H (-2.46247, -0.83412, -0.64619)
H (0.43720, -3.25632, 0.82162)
H (-1.30720, 1.81178, 1.64724)
H (1.82240, -0.29988, -0.86159)
O (1.14505, -2.88939, 0.28156)

Quick look at relative energies in kJ/mol: run a 93.2; run b 0.0.

Run a
A 2-piece molecular cluster, C2H8N6 overall. Source: the OMol25 dataset; level of theory: ωB97M-V with the def2-TZVPD basis set.

Summary:
**HOMO**: -8.9 eV

Atoms and positions in Å:
H (1.41314, -0.21599, -1.48233)
H (-1.04555, 0.95700, -2.33277)
C (0.31904, -0.45449, -1.48133)
H (1.97589, -0.68305, 0.24946)
H (-1.61018, -1.64347, -0.75508)
H (0.06556, -1.22240, -2.27128)
N (-0.96473, -1.61652, 0.16022)
N (0.46013, 1.35481, 2.77024)
N (0.15280, -1.11436, -0.16121)
N (1.02307, 2.32919, 3.06304)
H (-1.45106, 0.58485, -0.69149)
H (-0.38008, -0.35837, 2.36260)
H (-0.14084, 1.73616, -1.02873)
N (1.09151, -1.01713, 0.70085)
N (-0.33823, 0.63062, 2.32947)
C (-0.57047, 0.73315, -1.43166)

Run b
The molecule C2H8N6. Source: the OMol25 dataset; level of theory: ωB97M-V with the def2-TZVPD basis set.

Summary:
**HOMO**: -8.1 eV
**SMILES**: [H]/N=C(\N)NN=C(N)N

Atoms and positions in Å:
N (-1.01007, 1.96518, -0.51506)
H (1.56356, 0.56053, -0.60777)
H (0.87245, -2.11995, 2.18992)
C (1.37094, -0.70494, 0.93620)
N (2.53452, -0.42046, 1.27283)
N (-2.45689, 0.36626, -1.34512)
H (-0.35067, -1.84692, 0.97076)
C (-1.17946, 0.65327, -0.90553)
N (0.83958, 0.15508, -0.02993)
H (-0.19456, 2.20149, -0.04234)
N (-0.34457, -0.32110, -0.73854)
H (2.98434, -1.04871, 1.86182)
H (-1.86258, 2.39365, -0.14880)
N (0.62054, -1.77673, 1.23650)
H (-2.84585, 0.95085, -2.04887)
H (-2.59730, -0.55853, -1.52358)

Run c
C2H8N6 as an isolated structure. Source: the OMol25 dataset; level of theory: ωB97M-V with the def2-TZVPD basis set.

Summary:
**HOMO**: -7.1 eV

Atoms and positions in Å:
H (-3.24840, 0.96219, 1.22728)
N (0.31790, 0.63853, -0.16460)
H (-0.40367, -1.48704, -0.27449)
H (3.47580, 0.53297, -1.18291)
C (-1.92472, -0.06333, -0.17851)
H (-1.62138, 1.87087, 0.14814)
H (2.41096, 1.96268, -0.05917)
H (-3.49970, -0.87905, -0.80119)
N (2.71812, 0.75025, -0.36148)
C (1.58150, 0.03291, -0.07881)
H (2.91680, -1.60124, 0.41306)
N (-2.46771, 1.26469, 0.13966)
N (1.83035, -1.20250, 0.25433)
H (0.95811, -1.26702, 1.36816)
N (-0.53411, -0.30880, 0.04838)
N (-2.50982, -1.20611, -0.49784)

Quick look at relative energies in kJ/mol: run a 495.1; run b 0.0; run c 719.2.

Run a
A 2-piece molecular cluster, CH7N4 overall. Source: the OMol25 dataset; level of theory: ωB97M-V with the def2-TZVPD basis set.

Summary:
**HOMO**: -14.6 eV
**Total charge**: +1

Atoms and positions in Å:
H (-0.71459, 0.57752, 2.15957)
N (-1.41939, 0.33216, 1.49927)
H (-0.93691, -0.61396, -1.65826)
N (-0.60724, 0.05945, -0.97424)
H (-1.07812, 0.44855, 0.13046)
H (-0.54881, 0.92228, -1.53687)
N (0.60629, -0.41821, -0.51002)
C (1.77698, -0.34657, -0.86492)
N (2.92031, -0.61246, -1.09917)
H (-2.44422, 0.55164, 1.82977)
H (3.79199, -0.20856, -0.77783)
H (-1.34627, -0.69182, 1.80223)

Run b
A 2-piece molecular cluster, CH7N4 overall. Source: the OMol25 dataset; level of theory: ωB97M-V with the def2-TZVPD basis set.

Summary:
**HOMO (spin up / spin down)**: -14.9 / -14.9 eV
**Total charge**: +1

Atoms and positions in Å:
N (1.10153, -1.46690, 0.52273)
H (-1.75396, -0.44124, -0.81868)
N (0.37627, 0.72543, 0.68770)
H (-0.73552, 2.27591, 0.90089)
H (1.01141, -2.36066, -0.04531)
N (-0.93422, -0.85149, -0.99028)
H (-0.83533, -1.84586, -0.94349)
H (0.57436, 2.48327, -0.31256)
H (-0.85730, 1.47753, -0.73874)
H (1.86672, -1.42416, 1.26450)
C (-0.21633, 1.85320, 0.13763)
N (0.40237, -0.42502, 0.33561)

Run c
An isolated ion of composition CH7N4 and charge +1. Source: the OMol25 dataset; level of theory: ωB97M-V with the def2-TZVPD basis set.

Summary:
**HOMO**: -14.4 eV
**SMILES**: N/C=N/[NH2+]N
**Total charge**: +1

Atoms and positions in Å:
H (3.07824, 0.51618, 0.38824)
N (2.33170, 0.13404, -0.21074)
N (-1.15999, -0.50678, 0.20270)
H (-1.64182, 1.36490, -0.22494)
H (1.22162, 0.32073, 1.41365)
C (1.10419, -0.01969, 0.33799)
N (0.10659, -0.41983, -0.39539)
H (2.49858, -0.06546, -1.11603)
H (-1.60014, -1.41384, -0.11345)
H (-1.33637, -0.60173, 1.25724)
N (-2.07171, 0.45125, -0.23753)
H (-2.53088, 0.24022, -1.30174)

Run d
A 2-piece molecular cluster, CH7N4 overall. Source: the OMol25 dataset; level of theory: ωB97M-V with the def2-TZVPD basis set.

Summary:
**HOMO (spin up / spin down)**: -14.3 / -14.3 eV
**Total charge**: +1

Atoms and positions in Å:
H (-2.54371, 1.24122, 0.61291)
H (2.40097, 0.26330, -0.48392)
N (0.40767, 0.14527, -0.46288)
H (0.78162, -1.67376, 0.51194)
N (1.65667, 0.65113, -0.02143)
C (0.04939, -1.15584, -0.14461)
H (1.66868, 1.62683, -0.33684)
H (-0.35697, -1.77170, -1.00041)
N (-0.53048, -0.04479, 0.54809)
H (-2.87186, -0.32551, -0.03870)
N (-2.30564, 0.54528, -0.19228)
H (1.64367, 0.49856, 1.00812)

Quick look at relative energies in kJ/mol: run a 0.0; run b 353.6; run c 28.8; run d 390.8.

Run a
A 3-piece molecular cluster, C4H13NO2 overall. Source: the OMol25 dataset; level of theory: ωB97M-V with the def2-TZVPD basis set.

Summary:
**HOMO**: -9.4 eV
**SMILES**: C=CCCN.O.O

Atoms and positions in Å:
C (-0.11646, -1.48555, 0.43681)
H (-0.27708, -2.13024, -0.45903)
H (2.49851, -1.51887, -0.20149)
H (2.98731, -1.73897, -1.59663)
H (-0.66934, 2.66647, 1.76011)
H (-0.10421, -2.62684, 2.10288)
H (-0.38537, 2.49433, -1.07614)
C (-0.43237, 0.00340, 0.13919)
H (-1.62654, -2.44720, 1.50630)
O (2.86022, -1.05141, -0.95392)
H (0.61367, 0.32508, 0.10150)
H (0.93872, -1.59571, 0.58274)
H (-1.28200, 1.97344, -2.62796)
H (-1.50642, -0.21306, -1.81035)
C (-1.07609, 0.41118, -1.20242)
H (-0.95301, 0.59334, 0.94027)
N (-0.67853, -2.05252, 1.69271)
O (-0.04617, 3.38657, 1.60594)
C (-0.88230, 1.66939, -1.63082)
H (0.13746, 3.33718, 0.69034)

Run b
A 2-piece molecular cluster, C4H13NO2 overall. Source: the OMol25 dataset; level of theory: ωB97M-V with the def2-TZVPD basis set.

Summary:
**HOMO**: -9.5 eV
**SMILES**: C[C@H](N)CCO.O

Atoms and positions in Å:
O (-6.07545, 0.30524, 3.60922)
H (0.56165, -0.98480, -3.32066)
C (0.88168, -0.09606, -2.69085)
H (1.11798, -1.32918, -0.96018)
H (2.01209, 1.24213, 1.69290)
H (0.51667, 0.74127, -3.27243)
O (2.51853, -0.69620, 1.23117)
H (3.07198, -0.67801, 2.01439)
H (2.03663, 0.01619, -2.93374)
H (0.79486, 1.71244, -0.45596)
C (0.64968, -0.34350, -1.13413)
H (-1.16058, -0.56600, -1.63417)
H (-5.74272, 0.26358, 4.59860)
H (-5.33175, 0.59137, 3.03192)
C (1.24273, 0.73948, -0.32436)
H (0.56080, 0.24966, 1.48616)
N (-0.71538, -0.70053, -0.77417)
H (-0.81298, -1.76277, -0.65637)
C (1.60476, 0.42023, 1.14564)
H (2.26882, 0.87545, -0.65297)

Run c
A 3-piece molecular cluster, C4H13NO2 overall. Source: the OMol25 dataset; level of theory: ωB97M-V with the def2-TZVPD basis set.

Summary:
**HOMO**: -9.9 eV
**SMILES**: C=NCCC.O.O

Atoms and positions in Å:
H (1.05337, -3.00464, -1.33133)
O (1.26445, -3.43089, -2.16188)
C (-0.38978, 2.19835, -0.75715)
C (-0.80346, 0.84684, -0.18695)
H (-0.67934, -2.95208, 1.09926)
H (0.14385, 1.34963, 2.62724)
H (-0.36343, -1.27329, 1.72785)
H (-0.65593, 2.27622, -1.81102)
H (0.11974, -0.19055, -1.80356)
H (0.81919, 2.44716, 3.42353)
C (0.09161, -0.27246, -0.71766)
N (-0.33716, -1.62238, -0.37081)
H (0.67030, 2.40669, -0.60529)
H (1.12108, -2.76781, -2.82752)
H (-0.84580, 0.85198, 0.90300)
H (1.16099, -0.18039, -0.47952)
H (-1.82495, 0.66907, -0.52003)
O (0.87113, 1.52739, 3.21532)
H (-0.91133, 3.02737, -0.26820)
C (-0.50451, -1.90622, 0.84473)

Run d
A 3-piece molecular cluster, C4H13NO2 overall. Source: the OMol25 dataset; level of theory: ωB97M-V with the def2-TZVPD basis set.

Summary:
**HOMO**: -8.3 eV
**SMILES**: C=CNCC.O.O

Atoms and positions in Å:
N (0.59637, 0.62153, 3.16294)
H (1.39910, 3.86051, 3.49519)
O (1.65723, -4.73522, -5.50746)
H (0.24756, 0.51872, 1.03822)
H (-2.13173, -0.28333, -6.97448)
H (-2.21356, 0.71897, 1.72157)
C (-0.13130, -0.16541, 2.09411)
H (2.48183, 2.50491, 3.71273)
H (0.21601, -1.32187, 2.05954)
C (-1.73515, -0.21992, 2.03585)
H (-1.34787, 0.73285, -6.25670)
H (1.67537, 0.40928, 3.21015)
H (-2.01295, -1.14994, 1.50801)
C (1.58128, 2.86121, 3.34576)
O (-1.22122, -0.18404, -6.72071)
C (0.59033, 2.03106, 3.14919)
H (1.00822, -4.61231, -4.78240)
H (-0.20643, 2.50972, 2.58364)
H (1.85269, -3.82389, -5.90154)
H (-2.30579, -0.27283, 3.02637)

Quick look at relative energies in kJ/mol: run a 127.0; run b 77.6; run c 0.0; run d 214.8.

Run a
A 3-piece molecular cluster, C4H13NO2 overall. Source: the OMol25 dataset; level of theory: ωB97M-V with the def2-TZVPD basis set.

Summary:
**HOMO**: -8.5 eV
**SMILES**: C=C(C)NC.O.O

Atoms and positions in Å:
H (2.24815, 0.15050, -2.44827)
H (-1.15400, 0.30752, 1.76735)
H (-0.68484, 1.89849, 1.27834)
H (2.33872, 1.45170, 0.75630)
O (-1.07848, -2.31529, 0.22670)
C (1.27635, 0.23626, -1.98568)
H (0.38907, 0.28799, -2.59854)
O (-3.63975, -0.63556, -0.11234)
H (-2.92201, -1.26418, 0.07255)
N (-0.05275, 0.39074, -0.02367)
C (1.21802, 0.36824, -0.65990)
H (-0.85929, -1.35725, 0.15022)
H (-3.41946, -0.22344, -0.94647)
H (0.61160, 0.89493, 1.90326)
H (3.30166, 0.41400, -0.35905)
H (2.42557, -0.38785, 0.91413)
H (-0.68532, 0.83359, -0.67139)
H (-1.40573, -2.40485, 1.12082)
C (2.41349, 0.48719, 0.26488)
C (-0.32101, 0.86728, 1.35076)

Run b
A 2-piece molecular cluster, C4H13NO2 overall. Source: the OMol25 dataset; level of theory: ωB97M-V with the def2-TZVPD basis set.

Summary:
**HOMO**: -9.4 eV
**SMILES**: CN[C@@H](C)CO.O

Atoms and positions in Å:
C (0.43802, 1.16720, -1.39175)
H (2.35025, 0.42669, 0.33633)
H (2.54312, -1.15905, -0.47749)
O (-2.83069, 0.59138, -1.67694)
H (-0.32465, 1.07695, 1.16226)
H (-1.85283, 0.22146, -1.77494)
H (0.11198, -0.88153, -1.74326)
C (0.48839, -0.74142, 0.30783)
H (-2.89551, 1.38015, -2.21216)
C (-0.29243, -0.03835, 1.31801)
H (0.27029, 1.97443, -0.57096)
H (-0.25310, 1.55517, -2.22925)
H (-1.24649, -0.50827, 1.36028)
H (1.51900, 1.25676, -1.83787)
H (0.46893, 0.10565, 3.21169)
C (2.01137, -0.67262, 0.33219)
H (2.34172, -0.92160, 1.34818)
N (-0.05534, -0.20086, -1.03032)
H (0.39990, -1.86301, 0.36578)
O (0.46601, -0.53471, 2.53644)

Run c
A 3-piece molecular cluster, C4H13NO2 overall. Source: the OMol25 dataset; level of theory: ωB97M-V with the def2-TZVPD basis set.

Summary:
**HOMO**: -7.6 eV
**SMILES**: C/C=C/NC.O.O

Atoms and positions in Å:
H (2.45751, 1.36910, 0.53128)
H (-0.72586, -2.94156, 0.95955)
O (0.54325, -1.17422, -2.37858)
H (-0.98573, -0.59892, 2.65550)
H (0.12284, -0.84121, 0.03590)
H (-2.15711, -1.78212, 0.65808)
C (0.10191, -0.31948, 0.99713)
H (-0.72371, 2.52738, -2.79778)
H (1.24572, 2.15493, -0.43941)
C (0.36683, 0.98630, 1.21627)
H (0.88814, -1.56278, -3.18896)
O (-0.14251, 1.78628, -2.91781)
H (-2.02957, -2.58532, 2.16762)
C (1.47735, 1.84183, 0.57861)
C (-1.41535, -2.19853, 1.35442)
H (1.39551, 2.71173, 1.22153)
N (-0.57758, -1.12780, 1.89184)
H (0.14485, 1.25526, 2.25208)
H (0.37519, 1.59180, -2.15338)
H (-0.36168, -1.09266, -2.64391)

Quick look at relative energies in kJ/mol: run a 0.0; run b 101.8; run c 69.3.

Run a
A 2-piece molecular cluster, C4H13NO2 overall. Source: the OMol25 dataset; level of theory: ωB97M-V with the def2-TZVPD basis set.

Summary:
**HOMO**: -8.1 eV
**SMILES**: CCNCCO.O

Atoms and positions in Å:
H (1.44096, -1.03468, 0.87578)
O (-1.85637, -2.61142, -0.86351)
C (1.07596, -0.11788, 0.39000)
H (-1.34532, 0.59528, -0.35027)
H (-1.52799, -0.47525, -1.82860)
H (-2.98150, -1.14260, -0.10920)
C (0.42827, 0.72222, 1.47440)
H (2.34328, 4.46949, 0.09883)
H (-0.67281, 0.88435, 1.53541)
H (0.55818, 0.29075, 2.48320)
H (-2.29403, -3.40246, -0.50213)
C (-1.11214, -0.36540, -0.81290)
C (-1.90969, -1.40886, -0.07112)
O (2.63144, 3.63093, 0.47233)
H (0.75120, -1.35911, -1.18820)
H (1.82848, 0.50787, -0.09674)
H (0.89910, 1.72696, 1.46938)
H (-1.53006, -1.65702, 0.93572)
H (3.35490, 3.39992, -0.11455)
N (0.29614, -0.53123, -0.84945)

Run b
A 3-piece molecular cluster, C4H13NO2 overall. Source: the OMol25 dataset; level of theory: ωB97M-V with the def2-TZVPD basis set.

Summary:
**HOMO**: -8.4 eV
**SMILES**: C/C=C(/C)N.O.O

Atoms and positions in Å:
C (-0.09041, -0.39504, -0.22918)
O (2.73219, -0.22713, 1.12812)
H (2.20213, -0.41362, 0.35184)
H (-1.37616, -2.08317, -0.50215)
C (0.59560, 2.00560, -0.60383)
H (-2.45856, 0.02058, 0.75540)
H (-0.36609, -0.97577, 1.70491)
H (-0.01360, 2.28997, 0.25357)
H (0.27447, -2.51383, -0.18557)
H (3.55701, -0.66208, 0.93536)
O (-3.40361, -0.21552, 0.65166)
C (-0.34669, -1.78369, -0.71292)
H (-3.83335, 0.63780, 0.42851)
C (0.36067, 0.58014, -1.02914)
H (-0.15492, -1.85967, -1.77920)
H (0.56325, 0.34813, -2.06597)
H (0.14468, 0.57421, 1.52858)
N (-0.40714, -0.15568, 1.11995)
H (0.37332, 2.69245, -1.41812)
H (1.64723, 2.13632, -0.33182)

Quick look at relative energies in kJ/mol: run a 145.6; run b 0.0.